Record 1
The following is a DFT calculation (ωB97M-V with the def2-TZVPD basis set) of a molecular structure, C8H9O8PPd.

Output
- ΔE to the lowest compared entry with this formula, charge and spin: 0.0 kJ/mol
- HOMO-LUMO gap (spin up / spin down): 10.239 / 6.324 eV
- E_HOMO (spin up / spin down): -17.59 / -18.23 eV
- LUMO level (spin up / spin down): -0.270 / -0.438 Eh
- Max |F|: 0.16921 hartree/bohr
- Total charge: +2
- Multiplicity: 3
- Energy: -37569.9047 eV

Geometry (Å):
1 O 0.39622 3.51815 -1.50684
2 C -0.05667 2.67324 -2.17725
3 Pd 0.12582 -0.64070 -2.80095
4 O 0.16213 0.02059 -5.77959
5 C 0.15002 -0.14246 -4.63531
6 C 0.14769 -2.28139 -2.11554
7 O 0.10875 -3.32843 -1.62090
8 C -1.80090 -0.10693 -2.14217
9 O -2.84672 0.00673 -1.66117
10 C 2.02266 -0.01216 -2.10169
11 O 3.09689 -0.08902 -1.68279
12 C 1.44775 -2.03885 1.22461
13 O 0.93620 -0.87949 0.57292
14 P 0.91354 0.65023 1.27068
15 O 0.44848 0.38225 2.78989
16 C -0.73045 -0.31523 3.23221
17 O -0.53554 1.14594 0.53514
18 C -1.25081 2.29365 1.01014
19 H 2.35452 -2.37654 0.67958
20 H 0.68306 -2.82498 1.13472
21 H 1.69822 -1.88192 2.26222
22 H -1.19162 -0.97771 2.48029
23 H -0.40780 -0.92373 4.08434
24 H -1.46835 0.42045 3.57773
25 H -1.87263 2.00948 1.88957
26 H -0.60319 3.11746 1.27399
27 H -1.92726 2.58137 0.20616

Record 2
The following is a DFT calculation (ωB97M-V with the def2-TZVPD basis set) of a gas-phase ion, C2H5N2O (charge +1).

Output
- ΔE to the lowest compared entry with this formula, charge and spin: 441.5 kJ/mol
- SMILES string: C/C=[NH+]\N=O
- HOMO-LUMO gap: 9.795 eV
- E_HOMO: -16.19 eV
- LUMO level: -0.235 Eh
- Max |F|: 0.04558 hartree/bohr
- Total charge: +1
- Energy: -7171.4563 eV

Geometry (Å):
1 C -0.79535 0.76556 -0.43947
2 C -0.30324 -0.60974 -0.41830
3 N 0.80690 -0.98309 0.12530
4 N 1.94466 -0.12998 1.15686
5 O 1.51837 0.84206 1.51755
6 H -0.46436 1.62274 0.12177
7 H -1.28710 1.11427 -1.32916
8 H -1.70051 0.43904 0.00326
9 H -1.08048 -1.24923 -0.80963
10 H 1.36111 -1.81162 0.07181

Record 3
The following is a DFT calculation (ωB97M-V with the def2-TZVPD basis set) of C2H6N4S in the gas phase.

Output
- ΔE to the lowest compared entry with this formula, charge and spin: 179.9 kJ/mol
- SMILES string: [H]/N=C(/N)S/C(N)=N\[H]
- HOMO-LUMO gap: 9.398 eV
- E_HOMO: -8.78 eV
- LUMO level: 0.023 Eh
- Max |F|: 0.11329 hartree/bohr
- Energy: -18965.1811 eV

Geometry (Å):
1 H -1.80766 -2.02768 0.98258
2 N -2.01325 -1.03846 0.87694
3 C -1.38867 -0.44285 -0.06171
4 N -1.66080 0.81440 -0.54722
5 S 0.01041 -1.13465 -0.58030
6 C 1.37675 -0.31332 0.11671
7 N 1.17686 1.05522 0.28978
8 N 2.61049 -0.73904 0.10112
9 H 2.92368 -1.66113 -0.58385
10 H -1.00389 1.18385 -1.27697
11 H -2.62928 1.15058 -0.47729
12 H 0.35378 1.52265 0.65108
13 H 2.05156 1.63042 0.50915

Record 4
The following is a DFT calculation (ωB97M-V with the def2-TZVPD basis set) of C4H7N3O in the gas phase.

Output
- ΔE to the lowest compared entry with this formula, charge and spin: 559.0 kJ/mol
- HOMO-LUMO gap: 8.027 eV
- E_HOMO: -7.95 eV
- LUMO level: 0.003 Eh
- Max |F|: 0.08517 hartree/bohr
- Energy: -10773.9540 eV

Geometry (Å):
1 C -1.26220 -0.78098 0.80792
2 C -0.56532 0.32280 0.10039
3 C -0.74916 1.72440 0.50972
4 C 1.04138 -1.13168 -0.83910
5 N -2.41631 -1.20582 0.44317
6 N -2.35323 0.33873 -1.17358
7 N -2.95465 -0.33581 -0.39200
8 O 0.67159 0.19478 -0.41966
9 H -0.72278 -1.49853 1.38025
10 H -0.28187 2.32148 -0.31323
11 H -0.10646 2.06974 1.36824
12 H -1.66998 2.10243 0.67870
13 H 0.88921 -1.77812 0.11189
14 H 2.03751 -0.80420 -1.16178
15 H 0.37899 -1.33714 -1.61171

Record 5
The following is a DFT calculation (ωB97M-V with the def2-TZVPD basis set) of C14H17N3O3S in the gas phase.

Output
- ΔE to the lowest compared entry with this formula, charge and spin: 1186.8 kJ/mol
- SMILES string: Cc1cc(NC(=O)CCCC(=O)NCc2cccs2)no1
- HOMO-LUMO gap: 7.856 eV
- E_HOMO: -7.75 eV
- LUMO level: 0.004 Eh
- Max |F|: 0.25753 hartree/bohr
- Energy: -36231.1781 eV

Geometry (Å):
1 C -6.84162 -0.42959 0.70259
2 C -5.25726 -0.49288 0.57590
3 C -4.30343 0.57963 0.43687
4 C -3.18268 -0.26658 0.47100
5 N -2.03872 0.11184 0.58947
6 C -1.62280 1.55645 0.06777
7 O -2.45073 2.45906 -0.06995
8 C -0.05858 1.70801 0.12499
9 C 0.38228 1.75423 -1.26925
10 C 0.29783 0.20636 -1.77143
11 C 0.96356 -0.86092 -0.99888
12 O 0.36573 -1.34725 0.24179
13 N 2.29064 -1.27741 -1.14018
14 C 3.24026 -1.73362 -0.36733
15 C 4.14719 -0.89877 0.40393
16 C 5.44835 -1.20223 0.41323
17 C 6.05712 -0.01268 1.25069
18 C 5.35931 1.07137 1.36573
19 S 3.68630 0.70424 0.98004
20 N -3.43771 -1.69988 0.46760
21 O -4.86580 -1.77133 0.72410
22 H -7.21540 -0.62328 1.60185
23 H -7.28370 -1.03084 -0.35489
24 H -7.22614 0.61744 0.77106
25 H -4.61425 1.47923 0.37177
26 H -1.24068 -0.60097 0.47254
27 H 0.06464 2.75950 0.30816
28 H 0.43918 1.12310 0.84834
29 H 1.39683 1.91768 -1.39700
30 H -0.06191 2.05184 -2.07538
31 H -0.74729 -0.17793 -1.78382
32 H 0.70787 0.15738 -2.86318
33 H 2.64146 -0.70170 -1.89769
34 H 2.52971 -2.09433 0.44978
35 H 3.53926 -2.70157 -0.72623
36 H 5.97829 -2.31550 0.25269
37 H 7.30514 -0.09885 1.33198
38 H 5.60776 2.08079 1.49134

Record 6
The following is a DFT calculation (ωB97M-V with the def2-TZVPD basis set) of a molecular structure, C8H19GaO2PS.

Output
- HOMO-LUMO gap: 6.263 eV
- E_HOMO: -3.24 eV
- LUMO level: 0.111 Eh
- Max |F|: 0.04614 hartree/bohr
- Total charge: -1
- Energy: -85197.7691 eV

Geometry (Å):
1 C -2.61755 -2.20199 1.23368
2 C -2.26620 -1.46758 0.08932
3 Ga -0.45699 -0.42100 0.20280
4 C -0.58887 0.80294 1.85760
5 C -2.06578 1.45076 1.82458
6 O -2.16015 2.26231 0.62070
7 C -0.09616 0.74353 -1.46240
8 C 0.73423 2.07666 -1.19994
9 C 2.28434 1.85683 -0.93713
10 S 2.69181 1.16735 0.73276
11 P 1.22559 -2.06684 0.34134
12 C 2.29599 -2.03462 -1.24508
13 O 0.42673 -3.62129 0.24865
14 H -2.08575 -1.97281 2.21007
15 H -3.39893 -3.02569 1.23377
16 H -2.89992 -1.41514 -0.84540
17 H -0.42095 0.17643 2.78508
18 H 0.12397 1.68889 1.84599
19 H -2.87631 0.66718 1.90090
20 H -2.09909 2.19372 2.69486
21 H -2.93929 2.00476 0.10084
22 H -1.12370 1.07770 -1.84869
23 H 0.35726 0.13943 -2.32084
24 H 0.20222 2.68589 -0.41048
25 H 0.66851 2.69644 -2.16300
26 H 2.79600 2.87651 -1.01758
27 H 2.75238 1.20665 -1.73324
28 H 3.80367 0.32896 0.60804
29 H 3.32806 -2.45975 -1.00409
30 H 1.86032 -2.67657 -2.07917
31 H 2.37093 -0.95386 -1.58030
32 H 0.17364 -3.78582 -0.68361

Record 7
The following is a DFT calculation (ωB97M-V with the def2-TZVPD basis set) of C18H28N2O3S in the gas phase.

Output
- ΔE to the lowest compared entry with this formula, charge and spin: 0.0 kJ/mol
- SMILES string: CSCC[C@H](NC(=O)[C@H]1CC[C@@H](C)CC1)C(=O)NCc1ccco1
- HOMO-LUMO gap: 9.231 eV
- E_HOMO: -8.55 eV
- LUMO level: 0.025 Eh
- Max |F|: 0.01769 hartree/bohr
- Energy: -39079.6108 eV

Geometry (Å):
1 C 2.56228 3.68033 3.01530
2 S 2.51132 4.17860 1.26974
3 C 2.08701 2.57625 0.51089
4 C 0.63448 2.19123 0.73683
5 C 0.29068 0.80866 0.14634
6 N -1.11945 0.54299 0.29153
7 C -1.96164 0.44643 -0.76617
8 O -1.60376 0.71574 -1.89342
9 C -3.36416 0.00551 -0.36284
10 C -3.36500 -1.48586 0.00317
11 C -3.14295 -2.35422 -1.23086
12 C -4.23274 -2.10280 -2.27268
13 C -4.03834 -2.99742 -3.49306
14 C -4.20927 -0.62838 -2.67110
15 C -4.39585 0.28116 -1.45990
16 C 1.05744 -0.25975 0.92752
17 O 0.62756 -0.71320 1.96824
18 N 2.23324 -0.63109 0.38272
19 C 3.18326 -1.46874 1.09100
20 C 4.45932 -0.73561 1.34394
21 C 5.74662 -1.00029 0.98137
22 C 6.53014 0.06830 1.48405
23 C 5.66131 0.90602 2.10710
24 O 4.40602 0.43018 2.02945
25 H 3.03797 4.49076 3.55729
26 H 1.55513 3.52912 3.39256
27 H 3.14689 2.76984 3.11006
28 H 2.29654 2.69868 -0.55183
29 H 2.77014 1.84255 0.93707
30 H -0.01616 2.93581 0.27435
31 H 0.41746 2.16275 1.80714
32 H 0.52050 0.78378 -0.92389
33 H -1.39788 0.22314 1.20824
34 H -3.63511 0.58504 0.52831
35 H -2.59272 -1.69461 0.74769
36 H -4.33231 -1.73424 0.44763
37 H -2.16970 -2.12259 -1.66924
38 H -3.13954 -3.40738 -0.93976
39 H -5.20563 -2.33295 -1.82069
40 H -3.07860 -2.79147 -3.96195
41 H -4.82234 -2.81970 -4.22579
42 H -4.06467 -4.04749 -3.20897
43 H -3.25315 -0.39715 -3.14026
44 H -5.00083 -0.42690 -3.39633
45 H -4.31425 1.32309 -1.77481
46 H -5.39419 0.12989 -1.04031
47 H 2.53631 -0.21622 -0.48450
48 H 2.69478 -1.74118 2.03278
49 H 3.39743 -2.37502 0.51776
50 H 6.09491 -1.85060 0.43216
51 H 7.58887 0.19110 1.38864
52 H 5.80266 1.83795 2.61746

Record 8
The following is a DFT calculation (ωB97M-V with the def2-TZVPD basis set) of C4H7NO in the gas phase.

Output
- ΔE to the lowest compared entry with this formula, charge and spin: 515.7 kJ/mol
- HOMO-LUMO gap: 8.719 eV
- E_HOMO: -8.64 eV
- LUMO level: 0.003 Eh
- Max |F|: 0.03846 hartree/bohr
- Energy: -7794.2992 eV

Geometry (Å):
1 C 1.35618 0.20242 -0.44672
2 C 0.55404 -0.50866 1.61465
3 C -0.20462 0.66180 -0.42638
4 C -1.16652 -0.40451 0.03065
5 N -2.20313 -0.79968 -0.56704
6 O -0.59101 -1.02302 1.13003
7 H 2.13621 0.36486 0.33043
8 H 1.66856 0.87044 -1.23379
9 H 1.51078 -0.83210 -0.78841
10 H 0.42436 0.59015 1.76259
11 H -0.40178 1.57487 0.16395
12 H -0.42443 0.89513 -1.46255
13 H -2.65865 -1.59170 -0.10743

Record 9
The following is a DFT calculation (ωB97M-V with the def2-TZVPD basis set) of a molecular structure, C19H18NOSSc.

Output
- ΔE to the lowest compared entry with this formula, charge and spin: 0.0 kJ/mol
- HOMO-LUMO gap: 7.541 eV
- E_HOMO: -7.61 eV
- LUMO level: -0.002 Eh
- Max |F|: 0.06485 hartree/bohr
- Energy: -55067.8438 eV

Geometry (Å):
1 C 3.47029 1.67875 1.46037
2 C 3.52116 1.50547 0.03785
3 C 2.17329 1.40643 -0.44400
4 H 4.41858 1.50050 -0.58538
5 C 1.29884 1.56276 0.69590
6 C 2.10291 1.67942 1.87668
7 H 1.74530 1.84030 2.89541
8 H 4.31708 1.88715 2.11334
9 H 1.87899 1.30030 -1.48801
10 H 0.21522 1.61625 0.67236
11 C 1.39531 -2.53039 0.38724
12 C 2.39157 -2.85312 1.36960
13 C 2.05799 -2.17236 2.59182
14 H 3.23107 -3.53394 1.22929
15 C 0.84726 -1.43781 2.38319
16 C 0.41607 -1.69757 1.03847
17 H -0.52030 -1.36352 0.60859
18 H 1.35906 -2.89144 -0.64150
19 H 2.58041 -2.27134 3.54329
20 H 0.31605 -0.85475 3.13566
21 Sc 2.44048 -0.47610 0.91860
22 O -0.69148 0.19486 -0.73556
23 C -0.73840 0.41011 -2.12479
24 C -1.80072 1.21882 -1.42511
25 H 0.10379 0.99655 -2.51397
26 H -1.13137 -0.44259 -2.69815
27 H -1.55998 2.27282 -1.21560
28 H -3.99473 2.87257 -1.41315
29 C -4.24870 1.81351 -1.56295
30 C -3.21519 0.83782 -1.51460
31 C -3.60481 -0.52114 -1.70567
32 H -2.83384 -1.29254 -1.65643
33 C -4.93409 -0.85464 -1.97303
34 H -5.21501 -1.89802 -2.12188
35 C -5.92505 0.13412 -2.04959
36 H -6.96092 -0.12675 -2.25665
37 C -5.56843 1.47095 -1.83095
38 H -6.33660 2.24910 -1.87033
39 S 6.96203 -1.29599 2.91520
40 C 5.55022 -1.05670 2.23740
41 N 4.48667 -0.87787 1.71701